1.
{"formula": "C2H2N3S2", "method": "ωB97M-V with the def2-TZVPD basis set", "elements": ["C", "C", "N", "N", "N", "S", "S", "H", "H"], "xyz": [[1.547, -0.510, -0.184], [0.095, 1.040, 0.064], [1.401, 0.828, -0.019], [-0.502, -0.229, -0.004], [0.470, -1.190, -0.182], [-3.442, -0.861, 0.132], [-0.724, 2.488, 0.019], [2.636, -0.907, -0.078], [-1.480, -0.658, 0.253]], "lowdin_charge": [-0.36, -1.03, -0.01, -0.09, -0.02, 0.14, 0.38, 0.11, -0.12], "charge": -1, "homo_energy_ev": [-3.55, -3.17], "multiplicity": 3, "lumo_energy_ev": [3.46, 0.39], "orbital_gap_ev": [7.014, 3.554]}

2.
{"formula": "C4H5NO2", "method": "ωB97M-V with the def2-TZVPD basis set", "elements": ["O", "C", "C", "N", "O", "C", "C", "H", "H", "H", "H", "H"], "xyz": [[-2.376, 0.570, -0.516], [-1.535, -0.399, 0.108], [-0.060, -0.026, 0.058], [0.224, 1.144, -0.452], [1.587, 1.263, -0.450], [2.116, 0.148, 0.066], [1.138, -0.727, 0.406], [-1.819, 1.266, -0.863], [-2.069, -0.244, 1.028], [-1.643, -1.408, -0.355], [3.197, 0.123, 0.128], [1.239, -1.710, 0.841]], "lowdin_charge": [-0.08, -0.18, -0.25, 0.09, -0.02, -0.11, 0.00, 0.05, 0.12, 0.13, 0.13, 0.11], "smiles": "OCc1ccon1", "homo_energy_ev": -10.16, "multiplicity": 1, "lumo_energy_ev": 0.89, "orbital_gap_ev": 11.056}

3.
{"formula": "C4H30N2O12", "method": "ωB97M-V with the def2-TZVPD basis set", "elements": ["O", "C", "N", "C", "C", "N", "C", "O", "H", "H", "H", "H", "H", "H", "H", "H", "H", "H", "H", "H", "O", "H", "H", "O", "H", "H", "O", "H", "H", "O", "H", "H", "O", "H", "H", "O", "H", "H", "O", "H", "H", "O", "H", "H", "O", "H", "H", "O"], "xyz": [[1.427, 1.339, -0.411], [0.376, 1.105, 0.161], [-0.126, 1.929, 1.096], [-1.259, 1.674, 1.951], [-0.363, -0.222, -0.155], [-1.476, 0.134, -0.978], [-1.341, 0.051, -2.476], [-0.720, 1.279, -2.862], [0.387, 2.797, 1.350], [-0.837, 1.083, 2.804], [-1.999, 2.527, 2.006], [-1.899, 0.846, 1.559], [-0.814, -0.799, 0.719], [0.328, -0.964, -0.612], [-2.379, 0.199, -0.534], [-0.588, -0.729, -2.602], [-2.339, 0.129, -3.015], [-0.266, 1.733, -2.140], [3.923, 0.718, 1.481], [3.048, 0.434, 0.310], [3.889, 0.131, 0.711], [-2.241, 2.649, -1.141], [-1.831, 4.112, -1.047], [-2.459, 3.465, -0.685], [1.209, 3.732, -2.254], [1.666, 3.177, -1.005], [1.008, 3.822, -1.309], [1.018, -1.868, 2.330], [0.355, -1.720, 3.545], [0.065, -1.944, 2.645], [4.207, -0.387, -2.208], [4.683, -0.627, -0.707], [4.543, -1.030, -1.582], [3.302, -2.178, -1.255], [1.873, -2.390, -1.430], [2.563, -2.688, -0.821], [-4.236, 0.815, 1.273], [-4.781, 0.626, -0.154], [-4.435, 0.139, 0.613], [2.930, -3.091, 1.803], [3.004, -1.571, 1.929], [2.784, -2.378, 2.451], [-0.119, -3.192, -0.659], [-1.624, -3.583, -0.849], [-0.756, -3.575, -1.265], [-3.492, -1.445, 0.603], [-3.041, -1.967, 1.859], [-3.167, -2.299, 0.955]], "lowdin_charge": [0.04, -0.44, 0.07, -0.06, -0.06, 0.19, -0.11, -0.01, 0.19, 0.12, 0.12, 0.05, 0.14, 0.13, 0.11, 0.14, 0.18, 0.05, 0.08, 0.03, -0.05, -0.01, 0.06, -0.04, 0.06, 0.02, -0.05, 0.01, 0.05, -0.10, 0.06, 0.03, -0.04, 0.01, 0.01, -0.08, 0.07, 0.09, -0.03, 0.07, 0.03, -0.06, 0.00, 0.03, -0.04, -0.02, 0.05, -0.06], "charge": 1, "homo_energy_ev": [-13.85, -13.85], "multiplicity": 2, "lumo_energy_ev": [-3.36, -8.18], "orbital_gap_ev": [10.488, 5.662]}

4.
{"formula": "C3H8ClP", "method": "ωB97M-V with the def2-TZVPD basis set", "elements": ["C", "C", "C", "P", "Cl", "H", "H", "H", "H", "H", "H", "H", "H"], "xyz": [[-0.808, -1.426, 0.165], [1.677, 0.933, 0.558], [-0.877, 0.022, 0.508], [-0.855, 1.343, -0.777], [2.301, 0.627, -0.986], [-0.281, -1.982, 0.900], [-0.229, -1.461, -0.868], [-1.763, -1.960, 0.183], [2.099, 1.934, 0.896], [1.704, -0.028, 1.113], [-1.053, 0.128, 1.643], [-1.976, 1.009, -1.710], [0.061, 0.861, -1.624]], "lowdin_charge": [-0.21, -0.57, -0.48, 0.70, 0.53, 0.04, 0.10, 0.07, 0.04, 0.01, 0.08, -0.09, -0.22], "homo_energy_ev": [-8.29, -8.41], "multiplicity": 1, "lumo_energy_ev": [-0.33, -0.02], "orbital_gap_ev": [7.966, 8.387]}

5.
{"formula": "C38H75NO18S9", "method": "ωB97M-V with the def2-TZVPD basis set", "elements": ["C", "C", "N", "H", "H", "H", "C", "C", "C", "S", "O", "O", "C", "H", "H", "H", "H", "H", "H", "H", "H", "C", "C", "C", "S", "O", "O", "C", "H", "H", "H", "H", "H", "H", "H", "H", "C", "C", "C", "S", "O", "O", "C", "H", "H", "H", "H", "H", "H", "H", "H", "C", "C", "C", "S", "O", "O", "C", "H", "H", "H", "H", "H", "H", "H", "H", "C", "C", "C", "S", "O", "O", "C", "H", "H", "H", "H", "H", "H", "H", "H", "C", "C", "C", "S", "O", "O", "C", "H", "H", "H", "H", "H", "H", "H", "H", "C", "C", "C", "S", "O", "O", "C", "H", "H", "H", "H", "H", "H", "H", "H", "C", "C", "C", "S", "O", "O", "C", "H", "H", "H", "H", "H", "H", "H", "H", "C", "C", "C", "S", "O", "O", "C", "H", "H", "H", "H", "H", "H", "H", "H"], "xyz": [[-3.697, -13.398, 16.528], [-2.623, -13.975, 17.399], [-1.685, -14.473, 17.951], [-3.217, -12.609, 15.950], [-4.496, -13.163, 17.233], [-4.106, -14.216, 15.935], [-0.461, -17.406, 17.602], [-0.502, -18.221, 18.871], [-1.310, -19.562, 18.637], [-2.122, -19.347, 16.987], [-3.582, -19.496, 17.089], [-1.312, -20.054, 15.983], [-1.786, -17.607, 16.931], [0.418, -17.707, 17.031], [-0.281, -16.443, 18.080], [-1.005, -17.594, 19.607], [0.487, -18.364, 19.306], [-2.114, -19.650, 19.368], [-0.779, -20.513, 18.652], [-2.558, -17.167, 17.562], [-1.966, -17.246, 15.918], [-3.335, -16.958, 23.195], [-2.829, -15.970, 22.135], [-3.743, -15.922, 20.865], [-4.719, -17.503, 20.897], [-4.504, -18.371, 19.694], [-6.141, -17.200, 21.256], [-3.933, -18.217, 22.415], [-4.109, -16.464, 23.783], [-2.496, -17.175, 23.855], [-1.877, -16.289, 21.710], [-2.682, -14.972, 22.546], [-3.297, -15.926, 19.870], [-4.425, -15.071, 20.851], [-3.088, -18.820, 22.083], [-4.593, -18.958, 22.866], [0.096, -10.357, 21.616], [0.457, -10.929, 20.192], [-0.537, -12.117, 19.897], [-1.542, -12.560, 21.357], [-0.820, -13.609, 22.137], [-2.960, -12.661, 21.196], [-1.253, -10.923, 22.130], [0.185, -9.278, 21.489], [0.856, -10.514, 22.382], [1.460, -11.356, 20.191], [0.464, -10.243, 19.345], [0.038, -12.880, 19.372], [-1.355, -11.772, 19.265], [-1.261, -10.959, 23.219], [-1.981, -10.165, 21.843], [-8.713, -15.543, 17.952], [-8.087, -14.759, 16.743], [-7.187, -15.788, 15.897], [-6.338, -16.897, 17.239], [-5.034, -16.307, 17.615], [-6.370, -18.339, 16.890], [-7.551, -16.417, 18.596], [-9.557, -16.195, 17.729], [-9.077, -14.737, 18.589], [-7.388, -14.033, 17.157], [-8.747, -14.040, 16.257], [-6.403, -15.473, 15.208], [-7.878, -16.487, 15.426], [-7.060, -15.694, 19.247], [-7.833, -17.353, 19.079], [-5.332, -12.561, 11.524], [-5.249, -11.576, 12.774], [-6.743, -11.165, 13.126], [-7.867, -12.531, 12.574], [-8.807, -12.124, 11.485], [-8.422, -13.215, 13.762], [-6.532, -13.530, 11.866], [-4.414, -13.081, 11.250], [-5.340, -12.011, 10.583], [-4.555, -10.748, 12.630], [-4.870, -12.125, 13.636], [-6.959, -10.269, 12.543], [-7.070, -10.924, 14.138], [-6.966, -14.139, 11.073], [-6.216, -14.174, 12.687], [1.462, -11.071, 14.245], [1.005, -11.087, 12.762], [-0.008, -12.156, 12.596], [-1.045, -12.167, 14.115], [-1.025, -13.501, 14.652], [-2.284, -11.483, 13.836], [0.112, -11.054, 15.108], [2.112, -10.234, 14.498], [2.121, -11.916, 14.446], [1.891, -11.198, 12.136], [0.669, -10.063, 12.595], [0.481, -13.130, 12.616], [-0.714, -12.234, 11.769], [0.141, -11.449, 16.124], [-0.279, -10.039, 15.040], [-6.207, -10.332, 22.016], [-6.046, -9.959, 20.563], [-7.167, -10.664, 19.745], [-7.216, -12.325, 20.407], [-6.195, -13.067, 19.624], [-8.643, -12.742, 20.520], [-6.419, -11.891, 22.036], [-7.014, -9.761, 22.476], [-5.282, -10.166, 22.567], [-5.064, -10.270, 20.206], [-6.223, -8.886, 20.481], [-7.095, -10.817, 18.668], [-8.090, -10.131, 19.970], [-5.451, -12.382, 21.942], [-6.993, -12.465, 22.764], [-5.211, -7.840, 16.887], [-4.259, -6.885, 17.620], [-3.282, -7.808, 18.437], [-2.814, -9.204, 17.397], [-2.989, -10.513, 18.068], [-1.593, -8.866, 16.651], [-4.281, -8.916, 16.221], [-5.760, -7.256, 16.148], [-6.005, -8.292, 17.482], [-4.759, -6.310, 18.399], [-3.725, -6.172, 16.991], [-3.679, -8.302, 19.324], [-2.291, -7.459, 18.727], [-4.764, -9.863, 15.980], [-3.880, -8.498, 15.298], [2.053, -14.532, 16.917], [2.634, -13.140, 17.222], [3.077, -13.242, 18.646], [3.833, -14.924, 18.908], [3.255, -15.561, 20.092], [5.287, -14.976, 18.749], [3.027, -15.617, 17.390], [1.797, -14.700, 15.871], [1.107, -14.585, 17.455], [2.048, -12.238, 17.045], [3.521, -12.922, 16.627], [2.219, -13.310, 19.314], [3.724, -12.422, 18.959], [2.547, -16.538, 17.721], [3.776, -15.904, 16.652]], "lowdin_charge": [-0.04, -0.19, 0.17, 0.04, 0.07, 0.08, -0.26, -0.20, -0.17, 0.72, -0.34, -0.35, -0.25, 0.11, 0.07, 0.10, 0.11, 0.07, 0.09, 0.08, 0.12, -0.18, -0.22, -0.19, 0.76, -0.36, -0.38, -0.19, 0.11, 0.11, 0.10, 0.08, 0.07, 0.08, 0.08, 0.10, -0.20, -0.16, -0.22, 0.71, -0.34, -0.32, -0.21, 0.10, 0.11, 0.08, 0.10, 0.07, 0.05, 0.10, 0.09, -0.18, -0.20, -0.16, 0.75, -0.38, -0.34, -0.18, 0.10, 0.09, 0.08, 0.09, 0.07, 0.08, 0.07, 0.09, -0.17, -0.19, -0.20, 0.73, -0.36, -0.36, -0.21, 0.10, 0.10, 0.10, 0.08, 0.09, 0.08, 0.10, 0.09, -0.19, -0.23, -0.22, 0.68, -0.32, -0.34, -0.16, 0.11, 0.10, 0.12, 0.12, 0.10, 0.11, 0.08, 0.07, -0.19, -0.23, -0.23, 0.74, -0.36, -0.35, -0.17, 0.12, 0.11, 0.10, 0.11, 0.10, 0.11, 0.07, 0.10, -0.20, -0.18, -0.22, 0.73, -0.35, -0.35, -0.17, 0.11, 0.10, 0.11, 0.12, 0.08, 0.10, 0.09, 0.10, -0.21, -0.23, -0.23, 0.73, -0.34, -0.35, -0.19, 0.12, 0.09, 0.09, 0.12, 0.07, 0.11, 0.09, 0.10], "smiles": "O=S1(=O)CCCC1.O=S1(=O)CCCC1.O=S1(=O)CCCC1.O=S1(=O)CCCC1.O=S1(=O)CCCC1.O=S1(=O)CCCC1.O=S1(=O)CCCC1.O=S1(=O)CCCC1.O=S1(=O)CCCC1.CC#N", "homo_energy_ev": -9.08, "multiplicity": 1, "lumo_energy_ev": -0.39, "orbital_gap_ev": 8.684}

6.
{"formula": "C21H29AsCrN2O8Si2", "method": "ωB97M-V with the def2-TZVPD basis set", "elements": ["Cr", "O", "C", "O", "C", "C", "C", "C", "C", "N", "H", "H", "H", "H", "C", "Si", "C", "C", "As", "Si", "C", "C", "C", "H", "H", "H", "H", "H", "H", "H", "H", "H", "H", "H", "H", "H", "H", "H", "H", "H", "H", "C", "C", "O", "O", "H", "H", "H", "O", "C", "O", "C", "C", "C", "C", "C", "C", "N", "O", "O", "H", "H", "H", "H"], "xyz": [[-0.673, -1.042, 1.525], [-0.445, -2.246, 5.317], [-0.594, -1.667, 4.256], [-0.346, -2.136, 3.081], [-1.132, -0.256, 4.236], [-1.570, 0.377, 5.385], [-2.084, 1.657, 5.276], [-2.129, 2.253, 4.025], [-1.662, 1.558, 2.921], [-1.172, 0.320, 3.026], [-1.496, -0.156, 6.321], [-2.444, 2.183, 6.151], [-2.518, 3.253, 3.893], [-1.642, 1.989, 1.931], [2.108, 2.158, -1.256], [2.421, 1.712, 0.554], [4.297, 1.742, 0.822], [1.714, 3.052, 1.676], [1.638, -0.377, 1.216], [2.388, -1.795, -0.476], [2.390, -3.548, 0.211], [1.304, -1.707, -2.018], [4.161, -1.416, -1.029], [2.459, 3.175, -1.459], [1.046, 2.115, -1.497], [2.642, 1.481, -1.926], [4.699, 2.730, 0.581], [4.821, 1.005, 0.211], [4.523, 1.529, 1.868], [2.110, 4.030, 1.387], [2.002, 2.865, 2.713], [0.629, 3.085, 1.612], [1.426, -3.790, 0.658], [3.158, -3.646, 0.981], [2.600, -4.275, -0.578], [0.274, -1.936, -1.745], [1.632, -2.425, -2.775], [1.335, -0.707, -2.457], [4.854, -1.397, -0.187], [4.238, -0.464, -1.557], [4.487, -2.203, -1.716], [-2.916, -4.005, 0.241], [-2.071, -2.856, 0.729], [-2.567, -1.954, 1.453], [-0.853, -2.794, 0.400], [-3.916, -3.951, 0.662], [-2.438, -4.944, 0.518], [-2.969, -3.969, -0.847], [-0.817, 2.036, -0.139], [-1.271, 1.004, -0.636], [-1.389, -0.138, -0.078], [-1.727, 1.037, -2.077], [-2.041, -0.138, -2.753], [-2.426, -0.098, -4.081], [-2.501, 1.137, -4.708], [-2.198, 2.325, -4.057], [-1.802, 2.262, -2.734], [-2.914, 1.191, -6.112], [-3.164, 0.144, -6.677], [-3.025, 2.285, -6.636], [-1.977, -1.077, -2.222], [-2.664, -0.995, -4.631], [-2.269, 3.262, -4.588], [-1.535, 3.155, -2.188]], "lowdin_charge": [0.56, 0.07, -0.57, -0.14, -0.16, 0.01, -0.06, -0.05, -0.07, 0.05, 0.12, 0.10, 0.10, 0.10, -0.21, 0.22, -0.24, -0.23, 0.83, 0.23, -0.23, -0.21, -0.24, 0.03, 0.00, 0.01, 0.02, 0.00, 0.02, 0.02, 0.02, 0.00, 0.01, 0.02, 0.02, 0.00, 0.03, 0.02, 0.02, 0.01, 0.02, 0.02, -0.68, -0.05, -0.09, 0.08, 0.09, 0.08, -0.01, -0.58, -0.14, -0.10, 0.01, 0.02, -0.15, 0.01, 0.00, -0.36, 0.06, 0.06, 0.12, 0.12, 0.11, 0.12], "charge": -1, "homo_energy_ev": [-4.40, -4.48], "multiplicity": 2, "lumo_energy_ev": [1.45, 1.45], "orbital_gap_ev": [5.853, 5.937]}

Let's list M in order: 132.2 99.1 298.3 110.5 1122.6 620.6 g mol⁻¹.
Let's list E_tot in order: -28245.530 -9811.842 -32175.876 -25047.040 -176476.911 -146628.213 eV.